This record from the OMol25 dataset describes a molecular structure, C10H10F2I2O3Re. The level of theory is wB97M-V/def2-TZVPD.

Positions of all 28 atoms, in Å:
Re: 0.814 -2.279 -1.161
C: 0.084 4.503 -1.293
O: -0.159 3.993 0.032
C: -0.094 2.719 0.286
C: -0.322 2.340 1.632
C: -0.287 1.031 1.994
C: -0.010 -0.011 1.059
C: -0.008 -1.360 1.493
C: -0.283 -1.769 2.896
O: 0.236 -2.346 0.692
C: 0.211 0.423 -0.280
O: 0.424 -0.517 -1.283
C: 0.172 1.727 -0.689
H: 0.027 5.582 -1.194
H: -0.690 4.148 -1.974
H: 1.080 4.213 -1.625
H: -0.527 3.120 2.352
H: -0.463 0.770 3.028
H: -1.165 -1.270 3.292
H: 0.568 -1.495 3.526
H: -0.420 -2.846 2.937
H: 0.331 1.972 -1.728
I: 2.745 -3.413 -2.583
I: 1.737 -5.588 -3.761
F: -1.969 -2.864 -1.370
C: -0.821 -3.162 -1.954
F: -0.247 -4.275 -1.301
H: -0.962 -3.345 -3.022

The calculation puts the orbital gap (alpha / beta) at 6.42 / 6.39 eV. Its spin multiplicity is 2. The electronic energy comes out at -40422.131 eV. The charge is +2.

=====

This record from the OMol25 dataset describes 2 unconnected molecules or ions with the total composition C2H5N3O at a distorted geometry. The level of theory is wB97M-V/def2-TZVPD.

Positions of all 11 atoms, in Å:
C: -2.441 0.113 -0.105
C: -0.090 -0.207 -0.244
N: -3.436 -0.171 0.406
N: -0.288 -1.133 0.728
N: -1.268 0.433 -0.629
O: 0.780 1.422 0.349
H: 0.757 -0.511 -0.901
H: -0.739 -0.799 1.488
H: 0.556 -1.555 1.045
H: -1.237 1.326 -1.110
H: 0.417 1.774 1.268

The calculation puts the orbital gap at 10.10 eV. Its spin multiplicity is 1. The electronic energy comes out at -8670.376 eV.

=====

This record from the OMol25 dataset describes a single C4H4ClN3 molecule at a distorted geometry. The level of theory is wB97M-V/def2-TZVPD.

Positions of all 12 atoms, in Å:
Cl: 3.773 -0.162 -0.081
C: 2.216 -0.763 -0.059
C: 1.207 0.048 0.276
N: -0.172 -0.184 0.161
C: -0.999 0.956 -0.041
C: -2.267 0.367 -0.212
N: -2.258 -1.092 -0.035
N: -0.945 -1.436 0.096
H: 1.955 -1.839 -0.451
H: 1.245 1.224 0.887
H: -0.451 1.993 -0.333
H: -3.306 0.889 -0.209

The calculation puts the orbital gap at 9.29 eV. Its spin multiplicity is 1. The electronic energy comes out at -21201.158 eV.

=====

This record from the OMol25 dataset describes a molecular structure, C4H5NO. The level of theory is wB97M-V/def2-TZVPD.

Positions of all 11 atoms, in Å:
N: -0.265 1.596 -0.474
C: -1.079 0.091 0.845
C: -0.364 0.424 -1.018
C: 0.591 -0.681 -0.590
O: 1.425 -0.227 0.472
C: 0.134 -0.804 0.778
H: 0.609 1.624 0.063
H: -1.001 0.929 1.550
H: -1.158 0.220 -1.731
H: 0.965 -1.450 -1.253
H: 0.141 -1.722 1.359

The calculation puts the orbital gap at 9.07 eV. Its spin multiplicity is 1. The electronic energy comes out at -7760.336 eV.

=====

This record from the OMol25 dataset describes 13 unconnected molecules or ions with the total composition C43H85N13O30 at a distorted geometry. The level of theory is wB97M-V/def2-TZVPD.

Positions of all 171 atoms, in Å:
C: 1.351 0.432 -5.674
C: -0.014 -0.369 -5.563
O: 0.103 -1.717 -6.026
C: -1.062 -2.453 -5.832
O: -2.027 -2.179 -6.493
C: -1.133 -3.660 -4.830
C: -0.415 -3.241 -3.455
C: -1.265 -3.606 -2.186
C: -1.294 -2.466 -1.052
O: -0.445 -1.362 -1.238
C: 0.781 -1.273 -0.546
C: 1.867 -2.387 -0.713
C: 2.742 -2.311 0.629
C: 2.899 -2.245 -1.885
C: 2.597 -1.214 -3.007
C: 3.116 -3.696 -2.537
C: -2.695 -1.762 -1.438
C: -2.862 -1.116 -2.847
C: -3.954 -1.743 -3.758
O: -4.266 -2.889 -3.824
O: -4.677 -0.823 -4.558
C: -3.913 -2.471 -0.745
O: -5.079 -2.465 -1.022
N: -3.270 -3.081 0.357
C: -1.768 -2.998 0.353
C: -1.463 -4.527 0.751
C: -0.014 -4.807 1.270
C: 0.008 -5.459 2.724
C: 1.408 -5.180 3.398
C: -0.196 -7.023 2.636
C: -1.475 -2.235 1.704
C: -1.974 -0.767 1.822
C: -3.337 -0.296 1.709
C: -3.653 1.113 1.848
C: -2.647 2.105 2.147
C: -1.275 1.646 2.308
C: -0.203 2.707 2.679
C: -0.977 0.259 2.125
H: 1.510 0.982 -4.706
H: 2.229 -0.238 -5.801
H: 1.271 1.228 -6.452
H: -0.312 -0.278 -4.486
H: -0.789 0.222 -6.122
H: -0.575 -4.495 -5.337
H: -2.174 -4.015 -4.682
H: -0.161 -2.170 -3.570
H: 0.507 -3.875 -3.423
H: -2.323 -3.779 -2.508
H: -0.886 -4.585 -1.815
H: 1.261 -0.312 -0.884
H: 0.665 -1.101 0.559
H: 1.355 -3.385 -0.647
H: 2.084 -2.309 1.544
H: 3.482 -3.140 0.699
H: 3.224 -1.300 0.640
H: 3.906 -1.993 -1.475
H: 1.847 -1.528 -3.771
H: 2.334 -0.190 -2.663
H: 3.557 -1.076 -3.580
H: 4.072 -4.170 -2.222
H: 2.291 -4.403 -2.259
H: 3.037 -3.576 -3.651
H: -2.614 -0.844 -0.783
H: -1.936 -1.031 -3.455
H: -3.192 -0.058 -2.672
H: -5.042 -0.184 -3.916
H: -3.719 -2.987 1.263
H: -2.166 -4.735 1.603
H: -1.799 -5.225 -0.059
H: 0.486 -5.540 0.580
H: 0.662 -3.926 1.324
H: -0.775 -4.919 3.307
H: 1.544 -4.101 3.674
H: 2.248 -5.473 2.711
H: 1.510 -5.757 4.351
H: 0.476 -7.514 3.374
H: -1.266 -7.249 2.862
H: 0.003 -7.361 1.594
H: -0.398 -2.221 2.012
H: -1.982 -2.807 2.530
H: -4.161 -1.006 1.516
H: -4.698 1.477 1.732
H: -2.877 3.184 2.257
H: 0.085 3.383 1.846
H: -0.633 3.308 3.525
H: 0.692 2.190 3.117
H: 0.077 -0.063 2.233
C: -1.750 0.874 6.145
N: -1.013 -0.338 5.700
O: 0.184 -0.227 5.506
O: -1.664 -1.355 5.560
H: -1.044 1.697 6.225
H: -2.511 1.089 5.400
H: -2.194 0.654 7.110
C: 7.302 -0.738 1.190
N: 5.891 -0.491 0.791
O: 5.418 -1.203 -0.072
O: 5.306 0.412 1.362
H: 7.691 -1.564 0.605
H: 7.862 0.173 0.993
H: 7.304 -0.980 2.247
C: -2.432 3.080 -5.071
N: -1.420 2.731 -4.040
O: -0.616 3.586 -3.724
O: -1.470 1.604 -3.577
H: -2.272 4.107 -5.389
H: -2.302 2.391 -5.905
H: -3.402 2.963 -4.619
C: -4.918 3.721 6.944
N: -4.335 2.359 7.067
O: -3.577 2.158 8.002
O: -4.660 1.545 6.223
H: -4.544 4.335 7.758
H: -4.609 4.124 5.982
H: -5.999 3.621 7.002
C: 2.846 3.142 -2.134
N: 4.085 2.317 -2.099
O: 3.982 1.141 -2.394
O: 5.115 2.880 -1.778
H: 2.013 2.512 -2.436
H: 2.686 3.537 -1.133
H: 3.005 3.941 -2.854
C: -4.734 4.520 -1.436
N: -4.405 5.123 -2.756
O: -4.331 6.333 -2.819
O: -4.232 4.354 -3.685
H: -4.859 5.318 -0.711
H: -5.656 3.956 -1.555
H: -3.906 3.870 -1.158
C: -5.577 -2.762 -6.709
N: -6.730 -3.037 -7.610
O: -6.508 -3.107 -8.805
O: -7.819 -3.173 -7.086
H: -4.678 -2.665 -7.311
H: -5.787 -1.840 -6.180
H: -5.492 -3.599 -6.021
C: -2.473 7.808 -5.456
N: -1.264 6.941 -5.442
O: -1.409 5.771 -5.750
O: -0.217 7.464 -5.124
H: -3.328 7.210 -5.756
H: -2.608 8.197 -4.449
H: -2.292 8.610 -6.167
C: 5.121 3.673 2.056
N: 3.698 3.886 1.683
O: 3.227 3.160 0.825
O: 3.102 4.774 2.260
H: 5.518 2.855 1.463
H: 5.653 4.592 1.850
H: 5.148 3.430 3.116
C: -4.025 2.548 11.840
N: -4.744 3.458 10.910
O: -4.525 4.650 11.009
O: -5.501 2.940 10.114
H: -3.389 3.143 12.489
H: -4.774 2.012 12.419
H: -3.431 1.865 11.236
C: 7.196 -4.642 3.803
N: 8.089 -4.165 2.713
O: 8.606 -5.002 2.005
O: 8.236 -2.959 2.610
H: 7.160 -5.727 3.774
H: 7.614 -4.294 4.744
H: 6.210 -4.217 3.628
C: 8.870 6.542 0.536
N: 7.770 5.770 1.172
O: 7.874 4.558 1.194
O: 6.842 6.412 1.626
H: 9.623 5.845 0.179
H: 8.441 7.104 -0.290
H: 9.284 7.205 1.291

The calculation puts the orbital gap at 8.46 eV. Its spin multiplicity is 1. The electronic energy comes out at -126729.170 eV.

=====

This record from the OMol25 dataset describes a single C14H30O4S molecule at a distorted geometry. The level of theory is wB97M-V/def2-TZVPD.

Positions of all 49 atoms, in Å:
C: 1.722 5.473 -2.085
C: 0.973 4.257 -1.553
C: 1.925 3.170 -1.063
C: 1.164 1.944 -0.559
C: 2.088 0.814 -0.081
C: 2.608 1.093 1.335
C: 3.646 0.085 1.814
C: 1.387 -0.547 -0.204
C: 0.185 -0.716 0.726
C: -0.677 -1.913 0.323
C: -1.908 -2.057 1.218
C: -2.885 -3.146 0.758
C: -2.284 -4.544 0.899
C: -4.177 -3.043 1.565
O: -1.054 -1.818 -1.056
S: -1.803 -0.540 -1.583
O: -2.346 0.260 -0.549
O: -1.003 0.067 -2.593
O: -3.014 -1.253 -2.330
H: 2.349 5.906 -1.308
H: 1.025 6.235 -2.427
H: 2.360 5.193 -2.921
H: 0.338 3.844 -2.340
H: 0.321 4.563 -0.732
H: 2.583 2.874 -1.884
H: 2.553 3.578 -0.267
H: 0.534 1.571 -1.369
H: 0.503 2.249 0.255
H: 2.953 0.781 -0.754
H: 1.770 1.115 2.033
H: 3.063 2.085 1.342
H: 4.463 0.010 1.099
H: 3.210 -0.903 1.942
H: 4.059 0.396 2.772
H: 1.038 -0.648 -1.234
H: 2.104 -1.350 -0.018
H: -0.440 0.174 0.683
H: 0.515 -0.867 1.755
H: -0.074 -2.829 0.346
H: -1.568 -2.274 2.233
H: -2.430 -1.100 1.223
H: -3.119 -2.965 -0.296
H: -1.416 -4.664 0.257
H: -3.017 -5.298 0.620
H: -1.984 -4.725 1.930
H: -3.977 -3.199 2.623
H: -4.627 -2.062 1.438
H: -4.892 -3.794 1.237
H: -2.743 -1.480 -3.220

The calculation puts the orbital gap at 10.86 eV. Its spin multiplicity is 1. The electronic energy comes out at -34030.449 eV.